Run i
C8H12 in the gas phase. Source: OMol25; level of theory: ωB97M-V/def2-TZVPD.

## Properties
SMILES   C=C/C=C(\C)C(=C)C
HOMO-LUMO gap   10.28 eV
Net charge   0
HOMO level   -9.259 eV

Each line ends with the natural charge from an NBO analysis.
Cartesian coordinates (Å):
1 C -0.12000 1.16540 -2.24344  -0.6562
2 C 0.75756 0.39270 -1.35149  -0.0005
3 C 2.01236 0.09866 -1.67517  -0.4168
4 C -0.13227 0.49692 1.00953  -0.2428
5 C 0.01654 -0.11821 -0.15983  0.0124
6 C -0.67409 -1.42131 -0.47992  -0.6470
7 C -0.66839 -0.58205 3.20858  -0.3787
8 C -1.03851 0.01626 2.07999  -0.2111
9 H 0.43593 1.94535 -2.78935  0.2235
10 H -0.48605 0.60135 -3.10097  0.2284
11 H -0.92859 1.66356 -1.72417  0.2201
12 H 2.69432 -0.38698 -0.94012  0.1911
13 H 2.74609 0.57496 -2.31270  0.2080
14 H 0.34032 1.42622 1.25804  0.2159
15 H -0.00103 -2.20082 -0.80399  0.2248
16 H -1.44696 -1.26527 -1.24840  0.2162
17 H -1.16953 -1.83033 0.41937  0.2243
18 H 0.39305 -0.85384 3.31060  0.1860
19 H -1.24641 -0.83319 4.09031  0.2036
20 H -2.03998 0.40531 2.00486  0.1986

Run ii
C8H12 in the gas phase. Source: OMol25; level of theory: ωB97M-V/def2-TZVPD.

## Properties
HOMO-LUMO gap   6.67 eV
Net charge   0
HOMO level   -7.240 eV

Each line ends with the natural charge from an NBO analysis.
Cartesian coordinates (Å):
1 C 2.87192 0.82511 -0.36970  -0.7407
2 C 1.85323 -0.03245 0.28874  0.1100
3 C 1.22691 -1.08305 -0.51460  -0.5427
4 C -1.07851 -0.08892 -0.54988  -0.1802
5 C 0.03364 -0.40818 0.18503  -0.0019
6 C -0.21063 -0.81424 1.63264  -0.6385
7 C -3.33086 0.89249 -0.67629  -0.3522
8 C -2.22788 0.57719 -0.02065  -0.2376
9 H 3.28849 1.53168 0.34004  0.2194
10 H 2.52431 1.30090 -1.29974  0.2252
11 H 3.70093 0.19493 -0.72320  0.2347
12 H 1.33116 -0.87624 -1.59117  0.1832
13 H 1.30017 -2.13772 -0.27172  0.2502
14 H -0.91512 -0.21988 -1.61337  0.2010
15 H 0.50394 -1.60103 1.88821  0.2287
16 H 0.13946 -0.03126 2.31062  0.2310
17 H -1.24591 -1.00877 1.88502  0.2086
18 H -3.41871 0.70181 -1.74463  0.1899
19 H -4.19011 1.28745 -0.13823  0.2020
20 H -2.15643 0.99017 0.98288  0.2100

Run iii
C8H12 in the gas phase. Source: OMol25; level of theory: ωB97M-V/def2-TZVPD.

## Properties
HOMO-LUMO gap (spin up / spin down)   7.64 / 7.65 eV
Net charge   0
HOMO level (spin up / spin down)   -7.314 / -6.978 eV

Each line ends with the natural charge from an NBO analysis.
Cartesian coordinates (Å):
1 C 0.27116 -0.58280 -2.33179  -0.4031
2 C -0.63369 -0.32930 -1.35896  -0.2780
3 C 1.93601 -0.00478 0.01913  -0.4526
4 C 0.81462 -0.84130 0.61562  -0.2813
5 C -0.46390 -0.75332 -0.06083  0.0577
6 C 0.98961 0.58747 0.92757  0.0916
7 C -1.72721 -0.74695 0.84545  -0.6670
8 C 0.13649 1.80928 1.08903  -0.6682
9 H 0.26727 -0.26434 -3.40715  0.2045
10 H 1.00550 -1.34262 -2.18845  0.1903
11 H -1.59926 0.26582 -1.51015  0.2017
12 H 2.83575 -0.38815 0.51262  0.2307
13 H 1.89404 0.17536 -1.04767  0.2245
14 H 0.96643 -1.65702 1.25595  0.2061
15 H -1.61764 -0.55273 1.96919  0.2257
16 H -2.20883 -1.76838 0.59736  0.2361
17 H -2.37251 0.09788 0.52586  0.2109
18 H 0.09609 1.99860 2.12615  0.2248
19 H -0.93593 1.55144 0.90202  0.2175
20 H 0.34603 2.74583 0.51904  0.2279

Run iv
C8H12 in the gas phase. Source: OMol25; level of theory: ωB97M-V/def2-TZVPD.

## Properties
SMILES   C=CC(=C)C(=C)CC
HOMO-LUMO gap   9.98 eV
Net charge   0
HOMO level   -8.967 eV

Each line ends with the natural charge from an NBO analysis.
Cartesian coordinates (Å):
1 C -0.18189 0.42472 2.08013  -0.6083
2 C -0.84539 -0.71322 1.25319  -0.4286
3 C 0.05945 -1.06991 0.09233  -0.0086
4 C 0.36978 -2.34192 -0.13837  -0.3816
5 C 1.66883 0.16422 -1.29638  -0.3538
6 C 0.43996 0.05541 -0.78113  -0.0821
7 C -0.65589 0.80913 -1.44962  -0.2105
8 C -0.67441 2.13222 -1.43572  -0.3798
9 H -0.35515 1.37844 1.60182  0.2123
10 H -0.53683 0.42299 3.11414  0.2113
11 H 0.87220 0.17905 2.22452  0.2063
12 H -1.07337 -1.55908 1.88919  0.2097
13 H -1.77989 -0.29026 0.86341  0.2076
14 H -0.03140 -3.13978 0.47371  0.1988
15 H 1.07938 -2.57773 -0.92202  0.1995
16 H 1.93015 0.89809 -2.04760  0.2028
17 H 2.48835 -0.40182 -0.86740  0.1973
18 H -1.52225 0.24851 -1.78633  0.2107
19 H 0.10478 2.62468 -0.86580  0.1941
20 H -1.35642 2.75626 -2.00207  0.2027

Most stable: run iv (next structure +0.0170 hartree)

Run i
A 4-piece molecular cluster, C2H14NO4 overall. Source: OMol25; level of theory: ωB97M-V/def2-TZVPD.

## Properties
HOMO-LUMO gap   11.54 eV
Net charge   +1
HOMO level   -14.758 eV

Each line ends with the natural charge from an NBO analysis.
Cartesian coordinates (Å):
1 C 1.06875 0.26355 1.13228  -0.1250
2 O 0.59625 1.50809 0.85335  -0.7590
3 C 0.03559 -0.40743 1.89848  -0.2606
4 N -1.00739 -0.87968 0.82219  -0.7248
5 H 1.93791 0.53583 1.79285  0.2174
6 H 1.44806 -0.04651 0.09128  0.1807
7 H 1.28053 2.22327 0.74488  0.5022
8 H 0.25911 -1.30998 2.67066  0.2662
9 H -0.57931 0.16574 2.69346  0.2625
10 H -0.44088 -1.22789 0.00598  0.4712
11 H -1.62544 -0.11877 0.51051  0.4572
12 H -1.59841 -1.59482 1.21454  0.4279
13 H -0.11482 -2.06861 -2.12326  0.4959
14 H 0.95144 -1.05427 -1.82337  0.5049
15 O 0.37498 -1.72561 -1.38124  -0.9799
16 H -2.32527 1.70549 -0.49261  0.4982
17 H -1.94883 1.17543 -1.99138  0.5047
18 O -2.25407 0.85333 -1.06211  -0.9864
19 H 0.54084 0.69474 -1.92182  0.4708
20 H 1.92433 0.78064 -1.37023  0.4713
21 O 1.47665 0.52745 -2.26444  -0.8955

Run ii
A 4-piece molecular cluster, C2H14NO4 overall. Source: OMol25; level of theory: ωB97M-V/def2-TZVPD.

## Properties
HOMO-LUMO gap   11.84 eV
Net charge   +1
HOMO level   -14.925 eV

Each line ends with the natural charge from an NBO analysis.
Cartesian coordinates (Å):
1 C 1.93083 -0.34971 0.53741  -0.1025
2 O 0.74313 -1.18784 0.60391  -0.7652
3 C 1.75766 0.54654 -0.62620  -0.2457
4 N 0.38709 1.20895 -0.33359  -0.7684
5 H 2.75792 -1.10073 0.23630  0.2197
6 H 2.05826 0.14813 1.49903  0.1969
7 H 0.85311 -1.75582 1.35654  0.4947
8 H 2.51709 1.20325 -0.93443  0.2467
9 H 1.45839 -0.12424 -1.49254  0.2324
10 H 0.20208 1.23901 0.77421  0.4801
11 H -0.38177 0.63598 -0.85762  0.4975
12 H 0.48252 2.24880 -0.53599  0.4402
13 H -0.79547 2.09560 2.80568  0.5006
14 H -0.84357 0.55534 2.93953  0.4929
15 O -0.86313 1.23215 2.28096  -0.9522
16 H -0.60789 -1.82350 -0.80474  0.4991
17 H -1.73167 -2.37034 -1.71544  0.4935
18 O -0.97650 -1.77598 -1.71321  -0.9557
19 H -1.80072 -0.31669 -1.44764  0.4885
20 H -2.95084 0.20536 -0.53905  0.4941
21 O -2.16075 0.42120 -0.97365  -0.9870

Most stable: run ii (next structure +0.0392 hartree)

Run i
A 2-piece molecular cluster, CH5NOS2 overall. Source: OMol25; level of theory: ωB97M-V/def2-TZVPD.

## Properties
SMILES   NC=O.SS
HOMO-LUMO gap   9.25 eV
Net charge   0
HOMO level   -9.151 eV

Each line ends with the natural charge from an NBO analysis.
Cartesian coordinates (Å):
1 S 1.15503 1.87828 -1.30716  -0.1236
2 S -0.85392 1.95207 -0.67878  -0.1173
3 H 1.22150 3.12154 -1.75067  0.1313
4 H -1.12075 0.77694 -1.24944  0.1146
5 C 0.04083 -1.05376 1.46498  0.5608
6 N -0.49075 -1.65096 0.25812  -0.9192
7 O 1.17740 -0.73801 1.64106  -0.5061
8 H -0.77186 -0.95520 2.19528  0.1115
9 H -0.45713 -0.94526 -0.47433  0.3683
10 H 0.09965 -2.38563 -0.09907  0.3798

Run ii
A 2-piece molecular cluster, CH5NOS2 overall. Source: OMol25; level of theory: ωB97M-V/def2-TZVPD.

## Properties
HOMO-LUMO gap (spin up / spin down)   8.02 / 7.07 eV
Net charge   0
HOMO level (spin up / spin down)   -8.672 / -8.323 eV

Each line ends with the natural charge from an NBO analysis.
Cartesian coordinates (Å):
1 C -1.28849 0.70037 -0.67819  -0.8947
2 N 1.74812 -0.30678 0.85492  -0.8948
3 O -0.81262 -1.34961 0.88785  -0.8463
4 S 2.30176 0.15421 -0.60863  0.1076
5 S -1.38017 -1.08945 -0.43747  0.9957
6 H -0.13964 0.97122 -0.87525  0.2638
7 H -1.71010 1.44388 0.06256  0.2526
8 H -1.89096 0.74801 -1.61920  0.2275
9 H 0.84558 -0.75344 0.79300  0.4047
10 H 2.32651 -0.51841 1.62042  0.3839

Most stable: run i (next structure +0.0635 hartree)